Record 1
# C19H22N7O5S3Zn

A structure of composition C19H22N7O5S3Zn (the ωB97M-V functional and the def2-TZVPD basis, OMol25).

Structure (XYZ):
```
57
Properties=species:S:1:pos:R:3:forces:R:3:lowdin_charge:R:1
Zn 0.1569 0.3686 -0.3388 -0.6122 0.0484 0.2900 0.627
H -1.5274 -3.6885 1.0182 0.0375 0.0114 -0.0735 0.062
C 3.2296 1.7667 -0.2403 -0.0236 -0.1551 -0.0846 -0.140
C 4.6726 -0.2484 -0.4117 0.2004 0.0283 0.0923 -0.063
C 4.1111 2.4235 -1.3016 -0.0488 -0.0967 0.0405 -0.228
C -0.5211 -3.7094 -1.4602 0.0874 -0.1135 0.0043 -0.461
H 0.8694 3.3322 -2.2059 0.0059 0.0044 -0.0305 0.119
H -6.4234 -0.1735 1.3036 0.0055 -0.0122 -0.0045 0.088
C 2.1078 1.7742 -1.3713 -0.1223 0.0647 0.2725 -0.571
H 2.9894 2.3562 0.6468 0.0380 0.0358 -0.0181 0.145
H 4.8395 -1.2996 -0.2051 -0.0253 0.0147 -0.0461 0.106
O 2.8527 -0.6914 2.4124 -0.1216 0.1447 -0.0217 -0.483
C 5.6395 0.4779 -1.2334 0.0195 -0.0965 0.0596 -0.038
H 7.0356 2.0004 -2.8149 0.0312 0.0045 -0.0342 0.080
C -4.1126 -2.1851 2.0971 -0.0935 -0.0576 0.0134 0.016
H 1.3936 3.6758 -0.5560 -0.0059 0.0347 -0.0331 0.121
N -2.0320 -1.1622 2.1527 0.0010 -0.0941 -0.0503 0.132
C -0.8906 -2.4544 -1.1494 -0.0666 0.0754 0.0603 -0.310
C 1.1985 -2.3375 -0.2591 -0.0877 0.0038 0.1035 -0.741
N 2.3065 -1.9676 0.3168 -0.1685 -0.0972 -0.2121 -0.185
H 6.5594 -0.0250 -1.5183 -0.0195 0.0274 0.0111 0.097
O -1.4909 3.9205 -1.7589 -0.0114 -0.1045 0.0958 -0.031
S 1.0999 -4.0015 -0.8895 -0.0079 0.1347 0.0367 0.967
H -1.0772 -4.4552 -2.0049 -0.0115 0.0755 0.0256 0.049
H -1.8566 -2.0288 -1.3933 0.0784 0.0227 0.0033 0.091
C -2.0003 -3.5836 1.9958 0.0627 0.0553 -0.0040 0.013
C 5.4108 1.7373 -1.6257 0.0163 0.0357 -0.0404 -0.269
N -0.2196 2.2952 -0.7283 0.2811 0.1206 -0.3047 -0.030
H 4.2958 3.4910 -1.1306 0.0427 0.0187 0.0770 0.147
H -3.3544 2.3435 -1.6260 -0.0178 0.0110 -0.0523 0.104
N 6.3326 2.5270 -2.3205 -0.1215 -0.0209 0.0533 0.093
C -1.3478 2.8388 -1.1654 0.1252 0.0974 0.0349 -0.580
C -2.6076 2.0041 -0.9067 0.0092 -0.1517 -0.0547 -0.197
H -1.0148 -1.1283 2.0160 0.0245 0.0563 0.0102 0.129
C -6.1634 -0.7065 2.2196 -0.0490 -0.0251 0.1115 -0.027
H -2.0225 0.3419 -1.9430 -0.0533 -0.0094 -0.0514 0.079
O 3.1339 2.2480 -2.3369 0.0512 0.0710 0.0071 -0.008
N -3.9503 0.1786 2.4512 -0.0880 0.1058 -0.1151 0.119
C -4.6790 -0.8994 2.2655 0.1487 0.0821 0.0775 -0.320
H -6.4839 -0.0855 3.0556 0.0084 -0.0140 -0.0157 0.084
O -0.2256 0.6587 1.9068 -0.1629 -0.0012 0.1243 -0.715
H -2.6694 -4.4252 2.1599 0.0011 0.0103 -0.0108 0.086
H -6.6966 -1.6563 2.2374 0.0091 0.0317 0.0081 0.073
C -2.7503 -2.2979 2.0743 0.0201 -0.0938 0.0382 -0.254
N -2.3317 0.5554 -0.9996 0.1034 0.1492 0.1152 -0.006
S 2.3319 -0.4612 1.0455 0.4086 -0.4041 -0.0607 0.866
O 1.5958 0.5840 -1.6538 0.2099 0.1218 -0.2141 -0.165
C 3.6086 0.3588 0.0976 -0.3597 0.1596 -0.1187 -0.318
H -1.2078 -3.5955 2.7467 -0.0332 -0.0203 -0.0219 0.104
S -1.5440 1.3576 2.3100 0.0029 -0.0242 -0.0698 0.968
H -3.1754 0.0193 -0.8325 -0.0367 -0.0144 0.0138 0.064
H -2.9827 2.2169 0.0954 -0.0026 0.0049 -0.0025 0.075
H -4.7386 -3.0618 2.0159 0.0362 0.0139 -0.0002 0.112
C 1.0275 2.8853 -1.2220 -0.1154 -0.2062 0.0247 -0.113
N 0.0177 -1.6815 -0.4649 0.3569 0.0460 0.1499 -0.070
C -2.6130 0.0572 2.3410 0.0334 -0.0762 -0.1443 -0.580
H 5.8942 3.2163 -2.9131 0.0099 -0.0335 -0.0647 0.085
```
Forces are in eV/Å.

Output
2S+1: 1
LUMO energy: 1.88 eV
charge: -1
highest occupied orbital energy: -4.421 eV


Record 2
# C19H22NO

A cluster of 2 separate species, C19H22NO in total in a non-equilibrium geometry (the ωB97M-V functional and the def2-TZVPD basis, OMol25).

Structure (XYZ):
```
43
Properties=species:S:1:pos:R:3:forces:R:3:lowdin_charge:R:1
C 1.3843 1.2593 -1.4648 -0.1377 0.1277 0.0040 -0.032
H 0.0282 3.5241 -3.6276 0.0425 -0.1587 0.3257 0.111
C 0.7525 1.6494 -0.2670 -0.3116 0.2633 -0.8871 -0.166
C -1.6285 -1.2592 0.0411 0.0952 0.3555 -1.0258 -0.180
C -0.1653 2.7175 -0.3148 0.1580 -0.1519 -0.1428 -0.019
C 1.1349 1.9324 -2.6616 -0.2026 0.0928 0.2838 -0.060
C 0.2202 2.9957 -2.6912 0.1363 -0.2390 0.2067 -0.064
H -2.4061 0.1072 2.3149 -0.1064 -0.2346 -0.0159 0.083
H -0.3630 -1.7622 -3.1243 -0.3248 0.1673 0.3201 0.125
H 0.2497 0.2969 2.8943 -0.1480 0.3314 -0.2146 0.084
N 1.9402 -0.0895 1.0079 0.2149 0.1405 0.1096 0.101
C -0.7817 -1.7270 -1.0181 -0.0622 0.0279 0.1747 0.022
H -3.4405 -0.1178 0.4343 0.1914 -0.0698 -0.3699 0.122
H 0.0920 -2.3417 -0.7802 -0.3363 0.3518 -0.1884 0.116
C -2.7623 -0.4784 -0.3420 0.0749 0.0318 -0.0147 0.023
H -3.9349 0.3634 -1.9282 0.3426 -0.1600 0.0677 0.123
H -3.2121 -1.4494 2.5092 0.2002 -0.1664 -0.1788 0.127
C 4.1807 -0.9731 0.9922 0.2930 -0.1397 0.0196 0.007
C -2.2305 -0.9592 2.4600 -0.0033 0.3779 0.7410 -0.049
H -2.3851 -0.4221 -3.7296 0.0582 -0.0550 0.3362 0.127
H 1.6623 1.6205 -3.5660 -0.2222 0.1535 0.2718 0.112
H -0.9675 -3.5787 1.9197 -0.1365 0.4657 -0.0743 0.134
H -1.1576 4.1976 -1.5249 0.2783 -0.2486 -0.0115 0.111
H 4.6709 -0.8553 1.9677 -0.0445 -0.0762 -0.2339 0.100
H -1.7480 -1.0876 3.4314 -0.2022 0.0024 -0.0572 0.099
C 3.2840 0.2107 0.7577 0.6226 0.9516 -0.4274 -0.498
H 4.9513 -0.9752 0.2165 -0.0702 -0.0109 0.2168 0.097
H -0.6663 3.0196 0.6053 0.1350 0.1037 -0.3539 0.107
H 1.8326 -0.7917 1.7351 -0.0421 0.1840 -0.2953 0.125
C -1.0446 -1.4067 -2.3445 0.1297 -0.2009 0.1240 -0.042
H -0.0069 -2.3792 2.7903 -0.1431 -0.1760 -0.1710 0.100
C -1.3624 -1.5239 1.4041 -0.6349 -0.6725 -0.7609 -0.178
O 3.6809 1.3008 0.3778 -0.6713 -1.3432 0.4536 0.099
C 0.9254 0.8774 0.9650 -1.1013 -0.4739 1.2056 -0.253
H 2.0770 0.4179 -1.4662 -0.2050 0.2936 -0.0149 0.112
H 3.6360 -1.9259 0.9655 0.1673 0.2493 0.0512 0.078
C -3.0362 -0.2022 -1.6736 -0.1418 -0.0046 0.2786 -0.034
H -0.7667 1.6244 2.0180 0.0548 -0.5030 0.0607 0.072
C -0.4372 -2.6151 1.8071 0.8591 0.2538 0.3643 -0.012
C -0.4357 3.3780 -1.5133 0.1289 -0.1380 0.0377 -0.066
C -2.1761 -0.6523 -2.6834 0.2182 -0.1149 0.3535 -0.009
H 0.3890 -2.7954 1.1109 -0.2981 0.0735 0.0774 0.079
C 0.0229 0.8759 1.9949 1.1451 0.3390 -0.6458 0.061
```
Forces are in eV/Å.

Output
2S+1: 1
LUMO energy: -5.63 eV
charge: +1
highest occupied orbital energy: -11.410 eV


Record 3
# C19H22NPtSSi2

A structure of composition C19H22NPtSSi2 (the ωB97M-V functional and the def2-TZVPD basis, OMol25).

Structure (XYZ):
```
46
Properties=species:S:1:pos:R:3:forces:R:3:lowdin_charge:R:1
H -3.0826 1.6983 -0.3961 0.0219 0.0151 0.0226 0.004
S 2.1715 3.3484 -2.7047 -0.1081 -0.0232 -0.1118 0.937
C 0.6078 3.8809 -2.1810 0.0901 -0.0405 0.1129 -0.451
H 5.5891 -0.7685 -3.2880 0.0003 -0.0079 -0.0012 0.086
Si -2.1700 -0.6365 -0.3250 -0.0312 0.1114 -0.3795 0.347
H 0.9711 1.8969 2.6794 0.0100 -0.0237 0.0344 0.018
C 0.5110 1.5917 -1.7034 0.0017 0.2390 -0.2162 -0.386
C -3.4100 0.7358 -0.7938 0.0441 -0.1559 0.0867 -0.236
C -2.9430 -2.2577 -0.9859 -0.0241 0.1823 0.1141 -0.252
C 2.5918 0.5531 -2.3926 0.1050 -0.1622 0.0165 -0.322
C 3.9270 -1.8702 -2.4060 0.0858 0.0451 -0.0402 -0.113
H -4.2161 -1.4473 4.2669 -0.0055 -0.0003 0.0021 0.089
H -2.3383 -3.1152 -0.6884 0.0322 -0.0162 0.0089 0.007
H 0.3293 4.9185 -2.2780 0.0441 0.0313 0.0113 0.046
Si 0.4049 0.0102 1.1389 0.2646 0.0380 0.1731 0.389
C 4.5772 -0.7141 -2.9073 -0.0355 -0.0607 0.0286 -0.113
H -2.0891 -0.9954 5.4445 0.0009 -0.0015 0.0010 0.089
H -0.0735 -0.3923 4.1647 0.0164 0.0063 0.0182 0.094
C 1.7827 1.7075 -2.2686 -0.3239 0.0270 0.2286 -0.561
H -3.4892 0.8339 -1.8781 0.0228 -0.0093 -0.0382 0.014
C 1.9384 -0.9922 1.6477 -0.1360 0.1100 0.0090 -0.224
H 1.6268 2.2012 1.0561 0.0375 -0.0159 -0.0355 0.023
H 1.7785 -2.0599 1.4918 -0.0356 -0.0288 -0.0148 0.016
H -0.0832 2.4560 1.3748 -0.0575 -0.0023 -0.0257 0.019
C -2.1327 -0.9302 4.3630 -0.0709 -0.0261 0.0451 -0.114
C -3.3833 -1.1033 2.3176 -0.0272 -0.0162 -0.0128 -0.109
H 4.4178 -2.8333 -2.3837 0.0066 0.0015 -0.0026 0.083
C 0.7678 1.8153 1.6070 -0.0109 -0.2030 -0.0416 -0.206
C 2.6458 -1.7498 -1.9466 -0.0611 0.0474 0.0153 -0.184
H 2.8022 -0.6938 1.0507 0.0157 0.0330 -0.0332 0.013
H -3.9569 -2.4058 -0.5985 -0.0207 0.0123 0.0134 0.009
C -1.0014 -0.5935 3.6378 0.0406 0.0151 0.0120 -0.109
H -1.1327 3.0139 -1.2744 -0.0013 0.0099 -0.0058 0.083
H 2.1825 -0.8354 2.7027 0.0011 0.0172 0.0442 0.013
C -2.2485 -0.7728 1.5756 0.0761 0.0299 -0.1759 -0.311
C 3.9039 0.4788 -2.8905 -0.0087 0.0656 -0.0148 -0.058
H 4.3751 1.3849 -3.2527 -0.0072 0.0139 0.0000 0.094
H 2.1060 -2.6049 -1.5576 0.0019 -0.0068 -0.0034 0.097
C -1.0455 -0.5127 2.2454 0.0396 0.0350 -0.1870 -0.307
Pt 0.0243 -0.3087 -1.1014 -0.2448 -0.2083 0.6076 0.847
H -4.3217 -1.3061 1.8102 -0.0203 -0.0015 -0.0043 0.093
H -4.4081 0.5288 -0.3950 -0.0188 -0.0079 0.0088 0.012
H -2.9970 -2.2465 -2.0759 0.0186 0.0221 -0.0350 0.006
N 1.9536 -0.5895 -1.9390 0.2986 -0.0823 -0.2125 -0.125
C -3.3301 -1.1844 3.6999 0.0181 -0.0028 0.0688 -0.113
C -0.1332 2.8659 -1.6627 -0.0454 -0.0053 -0.0913 -0.238
```
Forces are in eV/Å.

Output
2S+1: 3
LUMO energy (alpha / beta): 2.83 / 2.69 eV
⟨S²⟩: 2.03
charge: -1
highest occupied orbital energy (alpha / beta): -1.785 / -4.520 eV


Record 4
# C19H23BBeF4N6S

A structure of composition C19H23BBeF4N6S (the ωB97M-V functional and the def2-TZVPD basis, OMol25).

Structure (XYZ):
```
55
Properties=species:S:1:pos:R:3:forces:R:3:lowdin_charge:R:1
H 0.4444 0.9698 -5.0987 -0.0098 -0.0149 0.0011 0.118
C -3.9720 -2.2753 5.1185 -0.0014 -0.0328 -0.0106 -0.085
H 1.2332 -0.6044 -4.9995 -0.0171 0.0008 -0.0049 0.116
H 3.1284 -0.6078 -1.4191 -0.0049 -0.0359 -0.0039 0.099
C 2.1085 2.0940 -3.2915 0.0017 -0.0512 0.0235 -0.146
C -3.7398 -0.9632 4.7334 0.0010 0.0417 0.0083 -0.069
B -1.9671 1.7227 -0.2992 -0.1707 0.2173 0.1763 -1.149
C -3.3818 -3.3166 4.4162 -0.0313 -0.0359 0.0382 -0.081
C -2.9249 -0.6855 3.6475 -0.0333 -0.0204 -0.0798 -0.015
C 1.6602 1.5833 -1.9004 -0.0648 0.0510 -0.0759 -0.171
H -0.4700 0.7924 -2.9414 -0.0344 -0.0195 0.0564 0.116
C -2.5661 -3.6686 -1.0539 0.1212 0.0381 -0.0639 -0.029
N 1.2707 0.1555 -1.9937 -0.0895 -0.0558 0.0885 -0.178
H 2.4663 1.6638 -1.1759 0.0200 0.0042 0.0578 0.073
F -2.2664 2.0599 -1.5963 0.0911 -0.0856 0.0992 0.163
F -1.4058 2.7405 0.4277 -0.0677 -0.1529 -0.0845 0.169
H -4.6112 -2.4886 5.9656 0.0122 0.0071 0.0054 0.102
S 1.9902 0.3694 1.1444 -0.0329 -0.1036 -0.3144 0.778
C -1.4799 -1.4291 1.7715 0.2314 0.2567 0.2785 -0.147
N 2.3292 0.9645 -4.1957 0.0600 0.0006 -0.0881 -0.160
H 1.3505 2.7395 -3.7386 0.0144 0.0098 0.0024 0.121
H -2.7381 0.3341 3.3422 -0.0084 0.0172 -0.0074 0.115
H 3.0341 2.6675 -3.2164 -0.0203 0.0240 0.0084 0.116
N 1.5466 1.5122 3.4901 0.0738 -0.0748 0.0982 0.099
H 4.1214 0.5191 -3.2426 -0.0020 -0.0098 0.0088 0.118
C 1.0411 0.3225 -4.4536 0.0125 0.0101 0.0533 -0.150
C 2.4887 -0.6134 -2.3039 0.0301 0.0703 -0.0472 -0.154
C 1.0550 0.6839 2.5614 -0.1384 0.0084 -0.1887 -0.802
H -3.3940 -4.2944 -1.3597 0.0095 -0.0127 0.0039 0.117
C -2.5754 -3.0462 3.3235 0.0751 0.1142 -0.0363 -0.042
H -3.4940 -3.0142 0.7727 0.0017 -0.0172 0.0374 0.124
N -0.4972 -1.9739 -0.3266 -0.1598 0.0927 0.1311 0.123
N -0.5163 -0.5781 1.7527 -0.0618 -0.4177 -0.4907 -0.027
Be 0.2137 -0.3483 0.1255 0.4409 -0.0459 0.3383 0.052
H -4.1949 -0.1497 5.2832 0.0018 0.0012 -0.0127 0.106
H -0.1635 -0.9256 -3.1178 0.0007 0.0410 -0.0260 0.093
C -2.3462 -1.7276 2.9253 -0.0858 -0.0299 0.1112 -0.162
C -0.4319 -2.6969 -1.4429 0.1213 0.0086 -0.0005 -0.094
C -2.6281 -2.9609 0.1302 0.1194 0.0613 0.1460 0.017
N -0.1345 0.1511 2.7930 -0.0784 0.2330 0.6163 0.051
H -1.3161 -4.1431 -2.7478 0.0285 0.0366 -0.0080 0.112
C 0.3116 0.0544 -3.1154 0.0577 0.0355 -0.1213 -0.140
H 0.8107 2.1525 -1.5232 0.0292 -0.0278 0.0537 0.116
C 3.2064 0.0001 -3.5343 -0.0589 0.0117 0.0061 -0.153
H -2.0976 -3.8609 2.7936 -0.0181 -0.0148 -0.0387 0.117
H 2.4632 1.8968 3.3696 0.0385 0.0426 0.0270 0.086
H -3.5472 -4.3416 4.7225 0.0022 0.0059 -0.0020 0.103
C -1.4251 -3.5692 -1.8389 -0.1407 -0.1129 0.0376 -0.036
H 0.4595 -2.5733 -2.0378 0.0077 0.0363 0.0115 0.096
C -1.5556 -2.1522 0.4972 -0.2880 -0.2481 -0.3767 -0.152
H 1.0376 1.6648 4.3435 -0.0521 -0.0068 -0.0366 0.108
H 2.2104 -1.6491 -2.5049 -0.0186 -0.0276 0.0218 0.102
H 3.4783 -0.7746 -4.2540 0.0272 -0.0021 0.0179 0.113
F -2.9803 1.0551 0.3496 0.1224 0.0185 -0.0346 0.164
F -0.8316 0.6670 -0.4380 -0.0639 0.1604 -0.4112 0.039
```
Forces are in eV/Å.

Output
2S+1: 1
LUMO energy: -0.72 eV
highest occupied orbital energy: -8.030 eV


Record 5
# C19H23BaN2O6S

A structure of composition C19H23BaN2O6S (the ωB97M-V functional and the def2-TZVPD basis, OMol25).

Structure (XYZ):
```
52
Properties=species:S:1:pos:R:3:forces:R:3:lowdin_charge:R:1
H -1.7953 2.9625 2.6179 0.0212 -0.0303 0.0307 0.124
C -3.1826 -0.0338 0.2560 0.0805 0.0256 -0.0171 -0.701
C 5.9016 -3.2299 4.2449 0.0336 -0.0362 0.0315 -0.253
H -2.7178 2.0897 -0.7744 -0.0234 0.0217 0.0040 0.112
N -1.5683 1.7170 0.9351 -0.2351 0.1329 -0.1088 -0.269
H -2.6619 1.5244 -4.9513 0.0063 0.0157 -0.0055 0.087
C -1.6632 1.0969 -4.8484 0.0174 0.0624 -0.0161 -0.373
O -1.2615 3.9613 -1.9270 0.0489 0.0516 -0.0009 -0.017
H -2.0211 -0.4770 -6.3101 -0.0055 0.0015 0.0168 0.066
C -1.2474 0.2368 -6.0275 0.0019 -0.0110 -0.0189 -0.129
H -2.4056 0.2962 2.2319 0.0005 0.0124 0.0095 0.119
H -0.3376 -0.3138 -5.7898 0.0017 0.0030 0.0059 0.071
C 2.0810 -0.9070 1.1207 0.0454 -0.1500 0.0839 -0.220
C -2.9439 -0.9808 -3.4939 -0.0820 0.0008 -0.0546 -0.380
H 2.9745 -3.9366 2.6956 0.0031 -0.0075 0.0044 0.114
H 1.5403 0.7841 2.1949 -0.0470 0.0056 0.0316 -0.017
C -4.3306 -0.3586 -3.4036 0.0105 -0.0343 -0.0267 -0.116
C 4.7994 -3.9691 3.8148 -0.0054 0.0255 -0.0114 -0.039
C 3.8317 -3.3706 3.0337 -0.0093 0.0157 -0.0253 -0.030
O -2.2549 -0.7463 -0.2602 -0.0625 -0.0457 -0.1041 -0.299
H 6.8722 -1.3153 4.2241 0.0032 -0.0048 0.0039 0.114
H 5.1302 -0.2552 2.8218 0.0095 -0.0035 0.0010 0.117
O 0.2464 2.6045 -0.9524 -0.0722 0.0255 -0.1527 -0.284
O -0.3458 -0.5380 -3.2193 -0.2618 0.1137 -0.1516 -0.696
H -0.4366 0.6775 3.1236 -0.0205 -0.0010 -0.0582 0.114
C 3.9356 -2.0234 2.6560 0.0302 -0.0669 0.0179 -0.261
H -1.0494 0.8724 -6.8908 -0.0008 -0.0084 -0.0041 0.075
H -5.0765 -1.1401 -3.5521 -0.0163 0.0158 0.0053 0.079
H -0.9739 1.9274 -4.6864 -0.0112 0.0032 0.0088 0.095
C 2.9389 -1.4175 1.8338 0.0125 -0.0026 0.0543 -0.221
N 7.7261 -4.3498 5.6974 0.0004 -0.0016 0.0026 0.131
O 1.2582 1.6790 2.4568 0.0566 -0.0340 -0.1016 -0.097
S -1.6522 0.2411 -3.2686 -0.0143 -0.0940 -0.0297 0.857
C -2.7102 0.9104 1.3809 -0.0669 -0.0518 -0.0478 -0.127
C -0.9005 3.1392 -1.0841 -0.1588 -0.0486 0.0118 -0.736
H -2.5643 3.4859 0.2688 0.0161 0.0108 0.0155 0.132
H -0.0527 2.1928 3.9286 0.0141 -0.0134 0.0228 0.111
H -4.4923 0.0660 -2.4124 0.0051 0.0017 0.0052 0.057
Ba 0.1179 0.0978 -0.6412 0.5885 0.0123 0.4562 1.920
C -2.0135 2.6260 -0.1335 0.0917 -0.0156 -0.0441 -0.132
C 6.9141 -3.8510 5.0524 -0.0160 0.0100 -0.0097 -0.201
C 6.0181 -1.8873 3.8867 -0.0287 0.0099 -0.0188 -0.037
C -0.9875 2.4870 2.0361 0.0543 -0.0145 0.0318 -0.181
H -4.4927 0.4034 -4.1684 -0.0021 -0.0013 0.0014 0.064
H -3.5598 1.5351 1.6859 0.0544 0.0593 0.0408 0.124
O -4.3674 -0.0154 -0.0778 -0.0179 -0.0690 0.0523 -0.002
H -0.3744 3.2805 1.6065 -0.0259 0.0137 -0.0315 0.128
H -2.7769 -1.6562 -2.6540 0.0039 0.0213 0.0219 0.084
C 5.0471 -1.2962 3.1032 -0.0114 0.0488 -0.0073 -0.026
H -2.7614 -1.5096 -4.4306 0.0367 -0.0046 0.0166 0.084
H 4.7101 -5.0100 4.0961 0.0066 -0.0012 0.0060 0.113
C -0.0636 1.6937 2.9537 -0.0600 0.0313 0.0521 -0.250
```
Forces are in eV/Å.

Output
2S+1: 1
LUMO energy: 2.18 eV
charge: -1
highest occupied orbital energy: -5.976 eV